Entry from the Open Molecules 2025 dataset: a cluster of 2 separate species, C8H17ClN2O3S in total at a distorted geometry (ωB97M-V/def2-TZVPD).

Computed properties:
HOMO level, eV: -6.7149
Calculated total energy, hartree: -1508.30164
Total charge: 0
Largest force on an atom, Eh/bohr: 0.0743
LUMO level, eV: -1.46

Geometry (Å):
Cl -0.140647 0.975653 -3.294086
S 2.436019 1.955091 -1.051195
O -4.036914 2.693609 3.095422
O -4.065845 1.675055 1.200462
O -2.304590 1.602487 2.434111
N -3.469168 1.990383 2.243394
N 2.609694 -1.501955 0.467091
C -2.202684 -0.732173 -2.365716
C -1.005583 0.886894 -0.474541
C 2.795919 -0.070534 0.919030
C 0.113547 -1.032853 1.126326
C -1.496963 0.744747 -2.050784
C 1.331857 -2.162728 0.935904
C 1.640512 0.973492 0.332779
C 0.361217 0.054251 -0.120208
H 1.443044 -2.851795 1.875701
H 3.860424 0.292750 0.519613
H 0.291875 -0.424805 2.137569
H 1.336158 1.688436 1.208032
H -2.299416 1.601046 -2.233245
H -2.254504 -0.792275 -3.555000
H 3.040573 0.980165 -1.889868
H -1.875924 0.383186 0.169016
H -1.451542 -1.557352 -1.965670
H 0.961349 -2.842628 0.027152
H 2.604265 -1.535684 -0.596854
H -3.267453 -0.816568 -1.869909
H -0.954462 -1.514562 1.105355
H 0.655675 -0.589993 -1.058973
H 3.428982 -2.121175 0.745448
H 2.875736 0.030072 2.104996
H -0.961148 2.019762 -0.121348

Forces on atoms 1 to 6 (eV/Å):
Cl -0.828 -0.120 0.871
S 0.060 -0.612 0.079
O 0.127 -0.069 -0.044
O -0.053 -0.308 -0.643
O 1.168 -0.479 0.037
N -0.860 0.602 0.452

***

Entry from the Open Molecules 2025 dataset: a cluster of 11 separate species, C56H145N11O17 in total at a distorted geometry (ωB97M-V/def2-TZVPD).

Computed properties:
HOMO level (spin up / spin down), eV: -10.0545 / -10.0537
Calculated total energy, hartree: -4101.19937
Spin multiplicity: 2
Total charge: +1
Expectation value of S²: 0.755
Largest force on an atom, Eh/bohr: 0.0899
LUMO level (spin up / spin down), eV: -2.36 / -7.73

Geometry (Å):
O -22.858757 -16.795786 13.654387
O -18.093199 -10.580761 14.171628
O -23.808279 -10.302953 11.901287
O -14.140490 -12.332128 17.462750
O -22.438707 -6.359868 13.842962
O -21.284418 -5.340580 19.540270
O -22.636817 -12.145300 16.783183
O -19.824618 -14.248958 13.653548
O -18.814391 -10.270745 9.270243
O -18.529797 -4.732457 13.542063
O -28.307640 -10.386974 12.418184
O -20.151819 -2.261480 15.214549
O -13.790284 -18.211622 18.018632
O -17.517747 -0.477871 18.419908
O -17.014725 -6.089017 20.179923
O -16.868182 -0.362771 11.881144
O -15.285907 -12.035487 10.594528
N -17.405658 -3.099959 15.792485
N -16.178984 -14.332877 12.711993
N -22.478045 -7.268693 17.505586
N -19.112299 -0.092680 13.626463
N -15.486009 -15.682320 17.870465
N -26.016352 -12.326649 12.002306
N -19.737505 -7.262170 13.546243
N -20.084399 -7.810433 10.380702
N -22.507036 -15.738688 16.239424
N -15.761408 -4.669941 17.936401
N -13.177183 -10.238654 11.825552
C -16.731102 -3.205456 14.545128
C -24.585057 -12.608110 12.236441
C -23.180574 -14.457594 16.455032
C -21.738780 -11.101738 17.166690
C -22.754314 -9.419500 12.169165
C -23.949694 -16.839147 14.609157
C -15.406784 -16.687086 18.985372
C -17.127507 -4.501694 13.825131
C -17.361459 0.914422 12.133106
C -18.082850 -6.492859 10.027538
C -26.853162 -12.268103 13.213729
C -14.498852 -10.509146 12.401232
C -29.589401 -9.695053 12.238593
C -19.077130 -3.768687 12.655584
C -14.852470 -13.522798 17.153099
C -18.554643 -7.749625 15.513137
C -20.517202 -6.299320 18.758180
C -20.556364 -4.074369 19.673721
C -17.577309 -14.152812 12.485621
C -16.791317 -6.320601 21.553143
C -17.990643 -0.457857 19.760088
C -19.245989 -10.161468 7.897654
C -18.175184 -9.069222 9.779063
C -17.788134 -1.709003 17.757137
C -20.216008 -12.886890 13.516325
C -21.336709 -7.579412 18.466402
C -19.107771 -9.687217 13.929700
C -17.787119 -10.924881 15.560697
C -23.275959 -16.280458 12.407808
C -16.050294 -6.127947 17.901008
C -15.098616 -6.768451 16.938685
C -14.776571 -9.318267 13.276264
C -16.093697 -0.555921 10.657740
C -16.088972 -6.713268 19.386493
C -22.070421 -13.409867 16.636340
C -19.909426 0.152561 14.839710
C -18.420641 -14.424333 13.765824
C -23.291820 -5.770342 12.902996
C -28.337737 -11.769253 12.907467
C -23.067222 -6.663886 15.062398
C -23.307847 -16.945110 16.035664
C -21.008735 -3.417342 15.355361
C -17.908747 -15.206331 11.453874
C -18.866642 -7.709762 9.564477
C -14.068236 -11.373569 16.371868
C -17.091655 -1.829026 16.429740
C -14.597500 -14.579342 18.171541
C -12.556770 -18.899254 17.994522
C -18.131275 0.996739 13.510688
C -21.978581 -7.096147 16.132927
C -16.168507 -12.263291 9.499794
C -15.642745 -10.879657 11.331489
C -23.742573 -11.419201 12.783787
C -20.883617 -0.985561 15.098743
C -14.051966 -17.412319 19.131147
C -18.744000 -8.208549 14.073183
H -20.019778 -9.978436 14.450778
H -22.681029 -5.529821 12.032828
H -16.177184 -17.401797 18.695911
H -22.615737 -17.767680 16.215845
H -22.576811 -16.630658 11.648436
H -23.863042 -14.551570 17.299716
H -22.283452 -10.162072 17.258667
H -21.367482 -13.496732 15.807827
H -21.744742 -3.382424 14.552130
H -17.221102 -12.293480 9.781268
H -13.565740 -14.930892 18.169386
H -24.055820 -17.005021 16.826263
H -18.853801 -1.883079 17.608313
H -17.580797 -16.200778 11.756577
H -24.738837 -17.560451 14.396847
H -17.056250 -6.365356 17.554931
H -16.678277 -10.858964 11.671133
H -15.654229 -9.550305 13.879568
H -17.204897 -6.407642 9.387212
H -17.207960 -8.983422 9.283861
H -19.906586 -7.648708 11.361684
H -23.622007 -5.810658 15.452686
H -20.459796 -4.351156 15.233901
H -18.607895 -0.966559 13.581463
H -24.125875 -12.885900 11.287716
H -17.692284 -13.132344 12.120222
H -24.064947 -11.024197 13.747189
H -21.513417 -13.636592 17.545438
H -15.075357 -6.600096 19.771056
H -19.541601 -4.227912 20.040859
H -18.965209 -15.361903 11.235253
H -18.987608 -2.715500 12.921810
H -15.792796 -1.601780 10.596629
H -18.380566 -15.458933 14.106561
H -29.051482 -11.836142 13.728569
H -20.130071 -3.968068 12.456456
H -23.792156 -7.471171 14.958180
H -19.138884 -8.111030 16.359393
H -18.636812 -11.271956 16.148631
H -16.748626 -0.298244 9.825405
H -20.451274 -3.682775 18.661930
H -23.231715 -15.197005 12.518577
H -16.612597 -4.689640 12.882992
H -16.025543 -13.253363 9.066882
H -18.121603 -9.210702 10.858516
H -17.731885 -6.572924 11.056377
H -13.903160 -11.888122 15.425254
H -17.019811 -7.337094 21.873479
H -12.858518 -10.871799 11.106056
H -19.302715 -6.351087 13.577455
H -15.696427 -16.293730 19.959783
H -26.416495 -11.677014 14.018726
H -16.096308 -11.526075 8.700173
H -21.486336 -7.972489 15.711242
H -21.006514 -10.957410 16.372299
H -26.185912 -11.383229 11.684023
H -19.054472 -0.687847 19.701167
H -13.929739 -8.942401 13.850476
H -20.100013 -5.868643 17.847922
H -13.350951 -10.583782 16.595085
H -14.198833 -17.994598 20.040808
H -21.824341 -9.953357 11.973596
H -15.895172 -13.272441 16.957684
H -16.125362 -4.223432 17.106779
H -12.587675 -19.600825 17.160887
H -21.559249 -1.060304 14.246661
H -15.567724 -10.020927 10.664363
H -20.140874 -9.542999 7.966904
H -19.596842 -11.050818 7.374150
H -18.793044 -5.669941 9.946696
H -12.351592 -19.445617 18.915116
H -19.444088 -9.822413 12.901731
H -26.874344 -13.289636 13.593371
H -14.753393 -14.264506 19.203377
H -16.917041 -2.377136 13.861452
H -22.802754 -8.683096 11.366996
H -15.087926 -16.197255 17.098150
H -19.367181 0.295876 15.774340
H -17.338701 -15.048683 10.538289
H -16.813978 -5.326950 14.464457
H -30.104323 -10.116001 11.375023
H -17.833863 -7.958974 13.527770
H -23.645764 -4.811525 13.281797
H -18.628771 -6.669993 15.643510
H -15.433992 -7.799317 16.824902
H -14.074541 -6.730345 17.310056
H -14.419963 -13.943384 16.245275
H -22.722038 -8.841986 13.093039
H -15.927347 -13.760993 13.505552
H -15.097365 -11.014400 16.373401
H -16.217888 -7.795149 19.418345
H -19.903027 -12.402445 12.591421
H -19.704983 -6.624627 19.408229
H -17.310787 -10.054221 16.011438
H -12.457476 -10.243889 12.534137
H -20.673014 -8.387406 18.158582
H -18.537812 -9.528680 7.362719
H -21.300041 -12.821245 13.609316
H -24.483394 -13.475780 12.888284
H -24.591555 -15.958268 14.621954
H -11.677520 -18.293545 17.775113
H -17.430463 -1.031830 15.768091
H -17.366848 0.871781 14.277583
H -20.459870 -8.741905 10.273585
H -14.428240 -11.339085 13.104318
H -15.666876 -3.307239 14.757632
H -13.175423 -16.766724 19.185742
H -16.344646 -4.305242 18.675939
H -21.316844 -6.230224 16.152624
H -20.594157 0.997845 14.771028
H -22.933264 -6.442350 17.866170
H -18.561934 1.996245 13.570840
H -21.930456 -7.864491 19.334907
H -20.615608 -7.129535 14.027320
H -21.449198 -0.753917 16.001277
H -15.169406 -6.333342 15.941801
H -16.020615 -1.719397 16.599919
H -15.728401 -6.145109 21.718972
H -21.236534 -11.159143 18.132377
H -30.274608 -9.756626 13.084054
H -19.768612 -12.273636 14.298541
H -15.186900 0.048399 10.633182
H -22.061892 -15.624852 15.339989
H -21.431056 -3.460315 16.359307
H -15.695570 -14.074853 11.863557
H -18.037005 1.197047 11.325725
H -19.056499 -7.536961 8.505141
H -18.405280 -3.217663 15.708748
H -17.321984 -5.638369 22.217261
H -22.708702 -11.763610 12.759427
H -24.255023 -16.606856 12.057072
H -21.059279 -3.373135 20.339644
H -28.746180 -12.343856 12.076142
H -17.404933 -1.096143 20.421621
H -23.746310 -14.198443 15.560108
H -17.407019 -2.543159 18.346236
H -15.096780 -8.505736 12.624070
H -17.040116 -11.717893 15.595400
H -17.534369 -7.974596 15.823831
H -18.670825 -3.890926 11.651551
H -29.419250 -8.632976 12.062114
H -17.936113 0.539437 20.196586
H -24.140427 -6.401363 12.638845
H -18.045762 -13.835827 14.603222
H -16.610355 1.704243 12.145047

Forces on atoms 1 to 6 (eV/Å):
O -1.709 -0.653 0.901
O 1.364 -1.384 1.185
O -0.428 -0.183 0.461
O 1.128 0.379 -0.116
O 0.446 -0.583 1.440
O 0.509 -0.234 -0.820

***

Entry from the Open Molecules 2025 dataset: a structure of composition C9H18ClCrO3 at a distorted geometry (ωB97M-V/def2-TZVPD).

Computed properties:
HOMO level (spin up / spin down), eV: -14.6322 / -14.7158
Calculated total energy, hartree: -2083.05803
Spin multiplicity: 4
Total charge: +2
Expectation value of S²: 3.803
Largest force on an atom, Eh/bohr: 0.1323
LUMO level (spin up / spin down), eV: -10.88 / -12.06

Geometry (Å):
Cr 1.139865 1.627400 2.950733
Cl 0.434944 0.870305 1.420720
O -0.213263 0.942632 -2.441483
O -1.942417 -2.380804 3.261070
O 2.246251 1.765827 -2.881430
C -0.604967 -3.162208 1.494345
C -1.598808 -2.225808 2.077646
C -1.946984 -0.950453 1.310834
C 1.875296 2.980533 -0.927873
C -0.058375 -0.916060 -0.870840
C -0.613673 0.413753 -1.383399
C 2.158405 0.378587 -0.953547
C 2.064495 1.685620 -1.681285
C -1.796505 1.044988 -0.635288
H 3.045974 0.365925 -0.320957
H -2.699628 -0.410812 1.885665
H 2.703503 3.254099 -0.274149
H -1.168918 -3.959794 1.010705
H -2.360379 -1.082848 0.310994
H 1.726945 3.827815 -1.597353
H 0.536655 -0.761113 0.029176
H -2.527982 0.294575 -0.335412
H 1.278706 0.233464 -0.326529
H -0.004486 -2.700606 0.710478
H -0.783901 -1.728148 -0.823489
H 1.039948 2.909789 -0.231257
H 2.288526 -0.440818 -1.660484
H 0.678059 -1.216535 -1.616139
H -1.489612 1.572250 0.267983
H -2.334285 1.774969 -1.240301
H -0.018202 -3.675371 2.256239
H -1.055185 -0.331151 1.214628

Forces on atoms 1 to 6 (eV/Å):
Cr 2.679 2.882 5.549
Cl -1.283 -0.927 -3.303
O -1.411 -2.018 3.364
O 0.239 0.354 -2.393
O 0.021 -0.521 1.238
C 0.309 -1.087 -0.038